[1]
DFT (ωB97M-V/def2-TZVPD) results for 2 unconnected molecules or ions with the total composition C9H14O in a non-equilibrium geometry.

Orbital gap (spin up / spin down) ... 9.856 / 6.833 eV
<S²> ... 0.77
Highest occupied orbital energy (spin up / spin down) ... -0.5065 / -0.5177 hartree
Energy relative to the best compared isomer or geometry (same formula, charge and spin) ... 67.4 kJ/mol
Charge ... +1
Spin multiplicity ... 2

Geometry (Å):
C1 0.00 -3.07 0.58
C2 0.40 -3.74 1.89
H1 -0.74 -2.29 0.78
H2 0.83 -2.59 0.07
H3 -0.36 -3.89 -0.03
H4 0.47 -3.04 2.71
H5 1.25 -4.41 1.84
H6 -0.44 -4.32 2.29
C3 1.82 2.74 -1.63
C4 -0.80 0.16 -0.98
C5 0.37 0.71 -1.41
C6 -1.55 0.94 -0.04
C7 0.73 2.00 -0.97
C8 -1.29 2.27 0.31
C9 -0.08 2.77 -0.06
O1 -2.47 0.26 0.55
H7 -1.23 -0.78 -1.28
H8 1.00 0.11 -2.05
H9 -2.84 0.63 1.37
H10 -1.88 2.93 0.94
H11 2.48 3.20 -0.87
H12 1.56 3.64 -2.20
H13 0.34 3.60 0.50
H14 2.42 2.16 -2.33

Now the Löwdin charges, all in e: C -0.170; C -0.166; H 0.045; H 0.055; H 0.068; H 0.056; H 0.068; H 0.067; C -0.017; C 0.071; C 0.027; C -0.267; C -0.174; C 0.046; C 0.034; O 0.197; H 0.144; H 0.141; H 0.166; H 0.141; H 0.113; H 0.113; H 0.146; H 0.096

---

[2]
DFT (ωB97M-V/def2-TZVPD) results for a molecular structure, C18H47NO6 in a non-equilibrium geometry.

Orbital gap ... 8.215 eV
Highest occupied orbital energy ... -0.2812 hartree
Energy relative to the best compared isomer or geometry (same formula, charge and spin) ... 1028.0 kJ/mol
Charge ... 0

Geometry (Å):
C1 6.53 -2.26 4.44
O1 5.65 -3.09 3.62
C2 5.40 -2.48 2.43
C3 4.42 -3.32 1.60
N1 4.05 -2.59 0.35
C4 3.04 -3.26 -0.46
C5 2.53 -2.28 -1.51
O2 1.47 -2.84 -2.26
C6 0.83 -1.91 -3.10
H1 6.68 -2.83 5.36
H2 5.99 -1.36 4.72
H3 7.40 -1.76 4.01
H4 6.31 -2.38 1.85
H5 5.02 -1.47 2.59
H6 3.47 -3.48 2.10
H7 4.86 -4.29 1.37
H8 4.89 -2.45 -0.20
H9 2.14 -3.51 0.10
H10 3.44 -4.22 -0.79
H11 3.34 -2.22 -2.24
H12 2.37 -1.31 -1.05
H13 1.64 -1.50 -3.71
H14 0.16 -1.14 -2.71
H15 0.30 -2.53 -3.82
C7 -1.18 0.32 -1.88
C8 -1.41 -0.14 -0.42
C9 -0.68 -1.46 -0.19
O3 -0.96 0.81 0.60
H16 -0.91 -0.54 -2.50
H17 -0.32 0.97 -2.00
H18 -2.02 0.91 -2.23
H19 -2.46 -0.31 -0.17
H20 -0.83 -1.86 0.81
H21 0.41 -1.38 -0.30
H22 -1.00 -2.20 -0.92
H23 -1.52 1.59 0.69
C10 -3.52 1.99 -0.25
C11 -3.40 2.23 1.23
C12 -3.81 0.95 1.89
O4 -2.04 2.28 1.45
H24 -3.26 0.96 -0.50
H25 -2.82 2.57 -0.84
H26 -4.57 2.18 -0.46
H27 -3.89 3.07 1.71
H28 -3.86 0.97 2.98
H29 -3.25 0.05 1.64
H30 -4.89 0.82 1.81
H31 -1.75 1.86 2.26
C13 2.03 -0.13 1.47
C14 1.08 0.79 2.37
C15 1.14 2.21 1.93
O5 -0.23 0.25 2.20
H32 2.01 -1.18 1.78
H33 3.06 0.22 1.42
H34 1.79 -0.18 0.41
H35 1.34 0.72 3.43
H36 2.12 2.67 2.04
H37 0.33 2.78 2.37
H38 0.97 2.30 0.86
H39 -0.48 -0.05 1.33
C16 -3.36 2.25 -2.76
C17 -4.79 2.51 -3.26
C18 -5.03 4.01 -3.29
O6 -5.01 2.00 -4.52
H40 -3.18 2.67 -1.78
H41 -2.75 2.63 -3.58
H42 -3.10 1.19 -2.65
H43 -5.48 1.98 -2.61
H44 -5.96 4.17 -3.83
H45 -4.20 4.63 -3.64
H46 -5.38 4.34 -2.31
H47 -4.91 1.04 -4.46

Now the Löwdin charges, all in e: C -0.071; O -0.168; C -0.299; C -0.169; N -0.075; C -0.211; C -0.233; O -0.186; C -0.109; H 0.089; H 0.076; H 0.085; H 0.121; H 0.116; H 0.117; H 0.115; H 0.107; H 0.119; H 0.120; H 0.121; H 0.098; H 0.094; H 0.016; H 0.100; C -0.020; C -0.355; C -0.028; O -0.113; H 0.036; H 0.114; H 0.002; H 0.109; H 0.098; H 0.051; H 0.098; H -0.130; C -0.055; C -0.391; C -0.040; O 0.024; H 0.072; H 0.080; H 0.122; H 0.156; H 0.092; H 0.095; H 0.093; H 0.127; C -0.041; C -0.405; C -0.069; O -0.119; H 0.071; H 0.070; H 0.039; H 0.129; H 0.083; H 0.075; H 0.078; H -0.079; C -0.096; C -0.514; C -0.042; O -0.026; H 0.001; H 0.115; H 0.048; H 0.130; H 0.080; H 0.088; H 0.076; H 0.096

---

[3]
DFT (ωB97M-V/def2-TZVPD) results for 16 unconnected molecules or ions with the total composition C64H176N16O16 in a non-equilibrium geometry.

Orbital gap ... 9.464 eV
Highest occupied orbital energy ... -0.3242 hartree
Energy relative to the best compared isomer or geometry (same formula, charge and spin) ... 179.8 kJ/mol
Charge ... 0

Geometry (Å):
C1 22.89 15.11 10.52
C2 22.88 16.54 10.03
C3 23.97 17.29 10.77
O1 23.66 17.42 12.15
C4 24.09 18.53 12.84
N1 23.29 16.80 8.56
H1 22.11 14.55 9.98
H2 22.73 15.10 11.62
H3 23.84 14.66 10.24
H4 21.92 16.96 10.35
H5 24.00 18.33 10.32
H6 24.98 16.88 10.62
H7 23.91 19.45 12.30
H8 25.13 18.57 13.14
H9 23.58 18.60 13.81
H10 23.00 17.72 8.24
H11 22.90 16.06 7.95
C5 22.50 10.28 11.68
C6 23.78 10.16 12.56
C7 23.57 10.79 13.98
O2 23.38 12.22 13.88
C8 24.50 12.98 14.19
N2 24.08 8.71 12.72
H12 22.71 9.79 10.71
H13 22.28 11.31 11.47
H14 21.67 9.77 12.18
H15 24.64 10.62 12.03
H16 24.40 10.57 14.64
H17 22.66 10.34 14.43
H18 24.32 14.04 13.99
H19 25.43 12.69 13.65
H20 24.76 12.87 15.26
H21 24.84 8.61 13.37
H22 23.31 8.16 13.04
C9 12.69 16.76 12.52
C10 13.47 16.33 13.73
C11 14.84 15.83 13.38
O3 14.81 14.70 12.48
C12 14.54 13.46 13.06
N3 13.55 17.38 14.79
H23 12.92 16.07 11.72
H24 12.99 17.76 12.15
H25 11.64 16.85 12.75
H26 12.97 15.49 14.27
H27 15.34 15.54 14.30
H28 15.39 16.62 12.89
H29 15.15 13.31 13.97
H30 14.80 12.57 12.40
H31 13.51 13.30 13.35
H32 14.13 18.18 14.49
H33 14.00 17.03 15.64
C13 19.25 11.64 17.78
C14 20.10 11.33 16.60
C15 19.39 11.68 15.32
O4 18.19 11.00 15.35
C16 17.45 11.06 14.12
N4 21.34 12.14 16.70
H34 19.79 11.37 18.68
H35 18.30 11.13 17.74
H36 19.03 12.71 17.71
H37 20.39 10.26 16.56
H38 20.04 11.47 14.44
H39 19.10 12.76 15.24
H40 17.93 10.50 13.34
H41 17.36 12.09 13.84
H42 16.45 10.67 14.36
H43 21.84 12.27 15.82
H44 21.10 13.11 16.99
C17 11.90 20.98 12.83
C18 13.07 20.57 13.69
C19 14.22 20.36 12.76
O5 15.32 19.83 13.52
C20 16.55 19.84 12.81
N5 13.32 21.54 14.73
H45 11.83 20.43 11.88
H46 12.00 22.06 12.54
H47 10.94 20.98 13.33
H48 12.81 19.61 14.18
H49 14.44 21.30 12.24
H50 14.00 19.63 11.97
H51 16.91 20.83 12.59
H52 16.38 19.31 11.87
H53 17.31 19.32 13.38
H54 13.38 22.51 14.47
H55 14.18 21.28 15.22
C21 25.07 22.64 12.32
C22 25.62 21.96 13.58
C23 27.12 22.03 13.48
O6 27.51 21.16 12.47
C24 28.88 21.38 12.22
N6 25.16 22.56 14.82
H56 25.46 22.27 11.37
H57 25.23 23.70 12.36
H58 24.05 22.41 12.21
H59 25.29 20.93 13.43
H60 27.59 21.63 14.41
H61 27.45 23.06 13.35
H62 29.13 20.79 11.34
H63 29.46 21.10 13.11
H64 29.06 22.45 11.97
H65 25.12 23.54 14.69
H66 25.72 22.33 15.62
C25 24.98 11.14 19.43
C26 24.10 12.40 19.68
C27 24.40 13.37 18.58
O7 25.74 13.81 18.67
C28 25.97 14.81 17.73
N7 22.66 12.14 19.69
H67 24.92 10.40 20.22
H68 26.02 11.39 19.29
H69 24.73 10.69 18.47
H70 24.50 12.84 20.62
H71 23.72 14.21 18.67
H72 24.24 12.90 17.60
H73 25.29 15.63 17.92
H74 25.86 14.53 16.65
H75 26.97 15.18 17.89
H76 22.43 11.31 20.26
H77 22.26 12.12 18.76
C29 28.99 17.59 17.44
C30 29.69 16.44 16.75
C31 29.60 16.60 15.24
O8 30.28 17.84 14.99
C32 30.40 18.04 13.58
N8 31.09 16.24 17.18
H78 27.96 17.58 17.18
H79 29.41 18.53 17.08
H80 29.17 17.55 18.52
H81 29.10 15.52 17.02
H82 28.56 16.65 14.90
H83 30.08 15.81 14.68
H84 29.35 18.03 13.18
H85 30.99 17.23 13.12
H86 30.86 19.02 13.41
H87 31.75 16.81 16.67
H88 31.36 15.27 17.03
C33 20.61 20.02 16.61
C34 21.69 20.62 15.71
C35 21.28 21.14 14.34
O9 20.35 20.30 13.66
C36 20.77 19.05 13.19
N9 22.46 21.72 16.38
H89 21.10 19.68 17.51
H90 20.05 19.24 16.13
H91 19.96 20.86 16.89
H92 22.34 19.76 15.56
H93 22.11 21.44 13.70
H94 20.77 22.08 14.50
H95 21.41 18.50 13.88
H96 21.36 19.13 12.24
H97 19.90 18.43 13.08
H98 22.18 22.64 16.03
H99 23.46 21.55 16.09
C37 22.44 15.91 21.95
C38 20.98 15.46 21.59
C39 20.12 16.71 21.53
O10 18.83 16.33 21.01
C40 17.89 17.28 21.49
N10 21.01 14.96 20.20
H100 22.85 16.57 21.21
H101 23.11 15.02 21.97
H102 22.49 16.35 22.95
H103 20.58 14.81 22.35
H104 20.64 17.37 20.82
H105 20.07 17.28 22.45
H106 17.89 17.30 22.60
H107 16.90 17.02 21.14
H108 18.16 18.28 21.12
H109 20.10 15.08 19.80
H110 21.23 13.95 20.21
C41 25.98 16.36 21.11
C42 26.28 17.76 20.65
C43 24.98 18.47 20.28
O11 25.32 19.51 19.39
C44 24.17 20.27 19.13
N11 27.03 18.69 21.52
H111 26.82 15.63 21.10
H112 25.19 15.96 20.44
H113 25.51 16.35 22.10
H114 26.84 17.71 19.71
H115 24.35 18.88 21.12
H116 24.38 17.77 19.69
H117 24.46 21.12 18.49
H118 23.81 20.57 20.09
H119 23.33 19.71 18.66
H120 27.93 18.38 21.78
H121 26.41 18.95 22.29
C45 17.58 17.76 16.00
C46 17.75 17.02 17.29
C47 17.66 15.48 17.21
O12 16.35 15.20 16.75
C48 16.14 13.80 16.67
N12 19.02 17.34 17.96
H122 18.41 17.57 15.29
H123 17.50 18.83 16.13
H124 16.67 17.43 15.46
H125 16.83 17.31 17.79
H126 17.90 15.08 18.19
H127 18.37 15.04 16.50
H128 16.82 13.40 15.88
H129 15.10 13.65 16.34
H130 16.31 13.27 17.58
H131 18.97 16.91 18.90
H132 19.29 18.28 18.04
C49 27.94 21.42 18.58
C50 28.88 22.62 18.66
C51 30.35 22.33 18.79
O13 30.94 23.59 19.14
C52 32.26 23.49 19.46
N13 28.60 23.47 17.42
H133 27.93 20.91 19.53
H134 28.25 20.77 17.78
H135 26.94 21.77 18.46
H136 28.60 23.25 19.54
H137 30.78 21.94 17.86
H138 30.58 21.63 19.62
H139 32.55 24.49 19.85
H140 32.84 23.17 18.61
H141 32.33 22.78 20.32
H142 28.56 22.86 16.61
H143 29.43 24.03 17.25
C53 18.31 15.19 11.83
C54 18.58 14.31 10.62
C55 17.60 13.15 10.72
O14 17.74 12.24 9.65
C56 16.72 11.19 9.80
N14 18.32 15.09 9.41
H144 19.20 15.78 12.08
H145 18.01 14.66 12.72
H146 17.53 15.92 11.65
H147 19.62 13.99 10.62
H148 16.61 13.64 10.70
H149 17.71 12.57 11.66
H150 15.78 11.68 9.66
H151 16.76 10.70 10.78
H152 16.92 10.46 9.00
H153 18.49 14.56 8.56
H154 17.45 15.54 9.32
C57 30.13 15.43 10.38
C58 28.78 15.03 9.79
C59 27.71 15.57 10.61
O15 27.85 15.17 11.94
C60 26.88 15.77 12.71
N15 28.71 15.54 8.36
H155 30.98 14.93 9.93
H156 30.20 15.32 11.44
H157 30.21 16.52 10.22
H158 28.66 13.94 9.88
H159 26.67 15.26 10.29
H160 27.80 16.67 10.47
H161 26.98 15.35 13.71
H162 25.85 15.69 12.31
H163 27.14 16.85 12.82
H164 27.84 15.36 7.84
H165 29.43 15.12 7.81
C61 22.23 15.63 14.91
C62 22.67 15.69 16.36
C63 23.32 17.05 16.65
O16 24.51 17.08 15.93
C64 25.30 18.15 16.33
N16 21.61 15.31 17.31
H166 22.99 16.01 14.22
H167 21.31 16.15 14.73
H168 22.03 14.58 14.64
H169 23.54 15.01 16.49
H170 23.50 17.10 17.75
H171 22.69 17.95 16.42
H172 24.72 19.04 16.44
H173 26.15 18.34 15.64
H174 25.72 17.97 17.32
H175 20.95 16.08 17.28
H176 21.99 15.26 18.27

Atomic partial charges in e from the Löwdin method, atoms 1 to 99: C -0.059; C -0.398; C -0.217; O -0.196; C -0.138; N 0.038; H 0.073; H 0.087; H 0.074; H 0.131; H 0.135; H 0.103; H 0.081; H 0.072; H 0.073; H 0.063; H 0.070; C -0.057; C -0.392; C -0.175; O -0.214; C -0.133; N 0.026; H 0.081; H 0.059; H 0.073; H 0.139; H 0.111; H 0.120; H 0.074; H 0.100; H 0.076; H 0.051; H 0.059; C -0.038; C -0.429; C -0.190; O -0.197; C -0.128; N 0.056; H 0.079; H 0.069; H 0.078; H 0.144; H 0.103; H 0.121; H 0.063; H 0.098; H 0.083; H 0.046; H 0.069; C -0.052; C -0.428; C -0.245; O -0.203; C -0.085; N 0.051; H 0.077; H 0.080; H 0.069; H 0.148; H 0.131; H 0.127; H 0.080; H 0.045; H 0.100; H 0.051; H 0.045; C -0.072; C -0.480; C -0.221; O -0.216; C -0.094; N 0.053; H 0.082; H 0.091; H 0.075; H 0.120; H 0.137; H 0.105; H 0.087; H 0.089; H 0.069; H 0.065; H 0.077; C -0.045; C -0.425; C -0.259; O -0.181; C -0.105; N 0.070; H 0.091; H 0.076; H 0.050; H 0.115; H 0.123; H 0.131; H 0.091; H 0.078

---

[4]
DFT (ωB97M-V/def2-TZVPD) results for C3H3FO in the gas phase in a non-equilibrium geometry.

Orbital gap ... 9.698 eV
Highest occupied orbital energy ... -0.3459 hartree
SMILES string ... O=C1C[C@@H]1F
Energy relative to the best compared isomer or geometry (same formula, charge and spin) ... 143.7 kJ/mol
Charge ... 0

Geometry (Å):
C1 -0.40 -0.92 0.25
C2 -0.36 0.30 -0.62
C3 0.57 0.24 0.50
O1 -0.90 -1.98 0.47
F1 1.90 0.16 0.10
H1 0.08 0.30 -1.55
H2 -1.32 0.91 -0.50
H3 0.43 0.99 1.36

Now the Löwdin charges, all in e: C -0.276; C -0.037; C -0.243; O 0.139; F -0.001; H 0.095; H 0.155; H 0.167

---

[5]
DFT (ωB97M-V/def2-TZVPD) results for a molecular structure, C14H27IN6O2Pd in a non-equilibrium geometry.

Orbital gap (spin up / spin down) ... 7.782 / 7.645 eV
<S²> ... 2.01
Highest occupied orbital energy (spin up / spin down) ... -0.2680 / -0.2999 hartree
Charge ... 0
Spin multiplicity ... 3

Geometry (Å):
Pd1 0.11 0.55 -0.39
C1 -1.26 -0.37 4.85
N1 -0.01 0.17 4.36
C2 0.67 1.12 5.22
C3 1.75 1.70 4.31
N2 1.26 1.39 2.99
C4 2.19 1.56 1.90
C5 0.31 0.40 3.03
N3 -0.13 -0.15 1.96
C6 -1.05 -1.26 1.93
C7 -0.75 -2.24 0.78
N4 -0.96 -1.66 -0.52
C8 -1.22 -2.38 -1.56
N5 -1.48 -1.79 -2.77
C9 -1.11 -0.43 -3.04
C10 -1.43 -2.77 -3.84
C11 -1.75 -4.04 -3.08
N6 -1.26 -3.75 -1.75
C12 -1.57 -4.77 -0.77
H1 -1.49 0.10 5.81
H2 -1.18 -1.45 5.03
H3 -2.08 -0.18 4.16
H4 1.08 0.61 6.10
H5 -0.03 1.90 5.56
H6 2.73 1.23 4.49
H7 1.87 2.78 4.44
H8 2.39 2.62 1.75
H9 1.73 1.15 0.98
H10 3.13 1.02 2.09
H11 -2.08 -0.90 1.81
H12 -0.98 -1.85 2.85
H13 -1.40 -3.09 0.96
H14 0.30 -2.57 0.87
H15 -1.65 0.22 -2.34
H16 -1.40 -0.18 -4.06
H17 -0.02 -0.28 -2.94
H18 -0.43 -2.81 -4.29
H19 -2.16 -2.54 -4.61
H20 -1.25 -4.93 -3.48
H21 -2.84 -4.23 -3.06
H22 -1.59 -5.73 -1.30
H23 -2.54 -4.62 -0.30
H24 -0.79 -4.84 -0.01
I1 0.48 3.43 -0.86
C13 -1.25 2.17 -0.45
H25 -1.93 2.33 -1.28
H26 -1.68 2.51 0.48
O1 3.64 -1.17 -1.09
C14 2.54 -0.70 -0.91
O2 1.88 0.11 -1.60
H27 1.97 -1.05 0.05

Now the Löwdin charges, all in e: Pd 0.738; C -0.052; N -0.090; C -0.134; C -0.130; N -0.106; C -0.075; C -0.345; N 0.043; C -0.235; C -0.240; N 0.054; C -0.340; N -0.112; C -0.059; C -0.132; C -0.142; N -0.087; C -0.061; H 0.087; H 0.087; H 0.090; H 0.124; H 0.123; H 0.126; H 0.125; H 0.072; H -0.004; H 0.103; H 0.116; H 0.099; H 0.087; H 0.117; H 0.058; H 0.093; H 0.075; H 0.132; H 0.124; H 0.125; H 0.128; H 0.089; H 0.097; H 0.084; I 0.719; C -0.681; H -0.059; H -0.054; O -0.007; C -0.659; O -0.207; H 0.099

---

[6]
DFT (ωB97M-V/def2-TZVPD) results for 2 unconnected molecules or ions with the total composition C7H18N6O in a non-equilibrium geometry.

Orbital gap ... 9.057 eV
Highest occupied orbital energy ... -0.6059 hartree
Energy relative to the best compared isomer or geometry (same formula, charge and spin) ... 649.1 kJ/mol
Charge ... +2

Geometry (Å):
C1 -0.75 -0.57 0.37
C2 1.43 -1.68 1.20
C3 0.77 -0.49 0.58
C4 -3.04 1.40 2.62
C5 -1.85 3.71 -0.53
C6 2.86 -1.35 -0.81
C7 2.98 -1.42 -2.35
N1 -1.33 0.39 -0.17
N2 1.43 -2.27 2.27
N3 -1.20 -1.88 0.47
N4 1.59 -1.56 -0.23
N5 -1.61 1.54 -0.38
N6 -1.58 2.47 -1.16
O1 1.88 -2.18 -2.71
H1 1.22 0.51 0.68
H2 -2.51 0.54 2.32
H3 -2.78 2.09 1.55
H4 -2.32 1.63 3.46
H5 -0.91 4.37 -0.34
H6 -2.58 4.28 -1.12
H7 -2.10 3.57 0.52
H8 3.58 -2.12 -0.39
H9 3.30 -0.42 -0.49
H10 3.97 -1.66 -2.70
H11 2.86 -0.38 -2.70
H12 1.90 -3.12 2.65
H13 -0.57 -2.58 0.78
H14 -2.18 -1.99 0.36
H15 0.90 -2.02 -0.78
H16 -1.21 2.45 -2.13
H17 -4.29 1.47 2.63
H18 2.14 -2.74 -3.44

Now the Löwdin charges, all in e: C -0.250; C -0.280; C 0.051; C -0.062; C -0.022; C -0.106; C -0.197; N 0.185; N 0.302; N 0.206; N 0.072; N 0.041; N 0.038; O -0.030; H 0.176; H -0.079; H 0.043; H 0.033; H 0.145; H 0.111; H 0.074; H 0.174; H 0.140; H 0.140; H 0.127; H 0.150; H 0.091; H 0.126; H 0.159; H 0.209; H 0.118; H 0.115

---

Number 1: E -426.2506 Eh. Number 2: E -1219.7586 Eh. Number 3: E -4623.6166 Eh. Number 4: E -291.1210 Eh. Number 5: E -1454.1581 Eh. Number 6: E -680.3840 Eh.